C17H23CdN4O3 as an isolated structure in a non-equilibrium geometry, computed with the ωB97M-V functional and the def2-TZVPD basis.

Structure (ORCA input):
```
! wB97M-V def2-TZVPD RIJCOSX def2/J DEFGRID3
* xyz -1 1
Cd -0.4440 -0.7862 -1.0816
O 2.4897 0.3766 -0.7599
C 2.6260 1.7676 -0.8681
C 2.0281 2.5633 0.2821
C 0.5093 2.4238 0.4846
C -0.2963 2.6894 -0.7475
C -0.7897 3.9660 -1.0227
C -1.5266 4.1949 -2.1684
C -1.7619 3.1392 -3.0355
C -1.2525 1.8981 -2.6972
N -0.5482 1.6692 -1.5862
H 1.9139 0.1104 0.0175
H 2.1690 2.1048 -1.8099
H 3.6932 2.0143 -0.9359
H 2.2885 3.6145 0.1052
H 2.5118 2.2681 1.2173
H 0.2100 3.1338 1.2606
H 0.2920 1.4046 0.8434
H -0.5811 4.7675 -0.3256
H -1.9115 5.1843 -2.3843
H -2.3308 3.2615 -3.9467
H -1.4169 1.0333 -3.3321
N -3.0016 -0.5697 -1.0580
N -3.3384 -1.4587 -2.0868
C -2.4600 -1.5938 -3.1988
O -2.9556 -2.0367 -4.2278
O -1.2391 -1.2574 -3.0104
H -3.2277 -0.9479 -0.1480
H -3.4092 0.3506 -1.1782
H -4.3077 -1.4919 -2.3649
C 0.8239 -0.0943 3.4796
C 0.9702 -1.5112 3.0080
C 1.4568 -2.4846 3.8584
C 1.6085 -3.8083 3.4539
C 1.2364 -4.1284 2.1538
C 0.7364 -3.1891 1.2649
C 0.3437 -3.6339 -0.1128
C 0.5979 -1.8076 1.6474
N 0.1705 -0.7945 0.8786
H 1.0168 -0.0163 4.5530
H -0.1773 0.2884 3.2600
H 1.5158 0.5770 2.9587
H 1.7244 -2.1967 4.8729
H 1.9964 -4.5606 4.1297
H 1.3341 -5.1555 1.8101
H 0.4643 -4.7139 -0.2183
H 0.9534 -3.1628 -0.8947
H -0.7047 -3.4012 -0.3391
*
```

Its molar mass is 443.8 u. The calculation puts the energy above the lowest of the compared OMol25 structures with the same formula, charge and spin at 0.000 eV. The calculation puts the HOMO-LUMO gap at 0.188 Ha. The value obtained for the lowest unoccupied orbital energy is 2.534 eV.

Taken from the Löwdin analysis, the atomic charges in e are: atom 1 (Cd): 1.359, atom 2 (O): -0.126, atom 3 (C): -0.309, atom 4 (C): -0.177, atom 5 (C): -0.161, atom 6 (C): -0.276, atom 7 (C): -0.027, atom 8 (C): -0.077, atom 9 (C): -0.070, atom 10 (C): -0.144, atom 11 (N): 0.055, atom 12 (H): 0.036, atom 13 (H): 0.103, atom 14 (H): 0.107, atom 15 (H): 0.108, atom 16 (H): 0.108, atom 17 (H): 0.112, atom 18 (H): 0.052, atom 19 (H): 0.110, atom 20 (H): 0.102, atom 21 (H): 0.100, atom 22 (H): 0.092, atom 23 (N): -0.051, atom 24 (N): -0.050, atom 25 (C): -0.772, atom 26 (O): -0.006, atom 27 (O): -0.219, atom 28 (H): 0.074, atom 29 (H): 0.077, atom 30 (H): 0.115, atom 31 (C): -0.099, atom 32 (C): -0.260, atom 33 (C): -0.115, atom 34 (C): -0.160, atom 35 (C): -0.117, atom 36 (C): -0.265, atom 37 (C): -0.134, atom 38 (C): -0.444, atom 39 (N): -0.217, atom 40 (H): 0.058, atom 41 (H): 0.059, atom 42 (H): 0.055, atom 43 (H): 0.088, atom 44 (H): 0.068, atom 45 (H): 0.088, atom 46 (H): 0.062, atom 47 (H): 0.046, atom 48 (H): 0.040


One molecule with the formula C2H4O5S in a non-equilibrium geometry, computed with the ωB97M-V functional and the def2-TZVPD basis.

Structure (ORCA input):
```
! wB97M-V def2-TZVPD RIJCOSX def2/J DEFGRID3
* xyz 0 1
C 0.2803 0.9044 0.9800
C 0.5223 -0.2280 0.0007
O 2.6389 0.3318 2.7261
O 0.1613 0.5040 2.3481
O 1.3428 1.7097 1.0532
O -0.9117 1.5868 0.6894
O -0.6154 -0.8241 -0.6444
S 1.6427 1.3409 2.6797
H 1.2419 -0.8715 0.4086
H 0.9729 0.4537 -0.8387
H -0.7805 2.1555 -0.0719
H -1.3714 -0.3354 -0.2752
*
```

Its molar mass is 140.1 u. The calculation puts the energy above the lowest of the compared OMol25 structures with the same formula, charge and spin at 1.762 eV. The calculation puts the HOMO-LUMO gap at 0.388 Ha. The value obtained for the lowest unoccupied orbital energy is -0.132 eV.

Taken from the Löwdin analysis, the atomic charges in e are: atom 1 (C): -0.782, atom 2 (C): -0.129, atom 3 (O): -0.351, atom 4 (O): -0.177, atom 5 (O): -0.174, atom 6 (O): 0.074, atom 7 (O): -0.039, atom 8 (S): 1.086, atom 9 (H): 0.115, atom 10 (H): 0.167, atom 11 (H): 0.121, atom 12 (H): 0.087